Model one:
Entry from OMol25: 3 unconnected molecules or ions with the total composition C4H12NO2 (ωB97M-V with the def2-TZVPD basis set).

Calculated values
Highest occupied orbital energy = -13.750 eV
2S+1 = 1
Total charge = +1
LUMO energy = -4.641 eV

Each atom is followed by the atoms it is bonded to, with distances in Å.
Positions of all 19 atoms, in Å:
1 C 1.865 2.123 0.937  C2 1.516, H6 1.088, H7 1.086, H8 1.089
2 C 1.078 0.840 1.114  C1 1.516, C3 1.316, H9 1.087
3 C -0.201 0.750 0.816  C2 1.316, N4 1.435, H10 1.084
4 N -0.813 -0.531 0.613  C3 1.435, C5 1.272, H11 1.034
5 C -2.041 -0.775 0.837  N4 1.272, H12 1.082, H13 1.082
6 H 1.971 2.604 1.907  C1 1.088
7 H 1.335 2.742 0.218  C1 1.086
8 H 2.833 1.864 0.510  C1 1.089
9 H 1.694 0.056 1.546  C2 1.087
10 H -0.852 1.540 0.459  C3 1.084
11 H -0.279 -1.320 0.210  N4 1.034
12 H -2.379 -1.794 0.977  C5 1.082
13 H -2.709 0.066 0.969  C5 1.082
14 H -0.786 -3.317 -1.061  O16 0.973
15 H 0.550 -2.936 -1.716  O16 0.965
16 O -0.125 -2.604 -1.111  H14 0.973, H15 0.965
17 H 0.729 1.262 -2.610  O19 0.976
18 H -0.335 0.233 -2.794  O19 0.968
19 O 0.078 0.754 -2.090  H17 0.976, H18 0.968

Model two:
Entry from OMol25: 2 unconnected molecules or ions with the total composition C4H12NO2 (ωB97M-V with the def2-TZVPD basis set).

Calculated values
Highest occupied orbital energy = -14.561 eV
2S+1 = 1
Total charge = +1
LUMO energy = -3.490 eV

Each atom is followed by the atoms it is bonded to, with distances in Å.
Positions of all 19 atoms, in Å:
1 O -1.043 2.112 -1.084  C2 1.189
2 C -1.542 1.415 -0.259  O1 1.189, C3 1.539, H7 1.091
3 C -0.703 0.668 0.793  C2 1.539, N4 1.492, H8 1.100, H9 1.090
4 N 0.487 -0.011 0.202  C3 1.492, C5 1.489, H10 1.075, H11 1.034
5 C 0.144 -1.314 -0.432  N4 1.489, C6 1.500, H12 1.103, H13 1.087
6 C -0.891 -1.335 -1.517  C5 1.500, H14 1.097, H15 1.083, H16 1.104
7 H -2.560 1.567 0.103  C2 1.091
8 H -0.454 1.518 1.445  C3 1.100
9 H -1.318 -0.022 1.370  C3 1.090
10 H 1.313 0.171 0.864  N4 1.075
11 H 0.718 0.685 -0.528  N4 1.034
12 H -0.285 -1.927 0.378  C5 1.103
13 H 1.078 -1.833 -0.633  C5 1.087
14 H -1.937 -1.119 -1.265  C6 1.097
15 H -0.856 -2.249 -2.098  C6 1.083
16 H -0.698 -0.526 -2.242  C6 1.104
17 H 2.835 1.489 1.749  O19 0.950
18 H 3.183 0.118 1.319  O19 0.960
19 O 2.528 0.595 1.834  H17 0.950, H18 0.960

Model three:
Entry from OMol25: 2 unconnected molecules or ions with the total composition C4H12NO2 (ωB97M-V with the def2-TZVPD basis set).

Calculated values
Highest occupied orbital energy = -13.673 eV
2S+1 = 1
Total charge = +1
LUMO energy = -3.375 eV

Each atom is followed by the atoms it is bonded to, with distances in Å.
Positions of all 19 atoms, in Å:
1 C 1.048 0.665 0.517  C2 1.561, H7 1.143, H8 1.057, H9 1.109
2 C -0.253 -0.111 0.142  C1 1.561, C3 1.486, N6 1.562, H10 1.087
3 C -0.344 -1.144 -0.922  C2 1.486, C4 1.551, H11 1.095, H12 1.148
4 C 0.655 -2.323 -0.792  C3 1.551, O5 1.249, H13 1.037
5 O 1.885 -2.167 -0.642  C4 1.249
6 N -1.173 1.035 -0.388  C2 1.562, H14 1.001, H15 1.037, H16 1.010
7 H 1.045 1.154 1.550  C1 1.143
8 H 1.279 1.404 -0.201  C1 1.057
9 H 1.815 -0.132 0.590  C1 1.109
10 H -0.720 -0.513 1.038  C2 1.087
11 H -0.094 -0.752 -1.913  C3 1.095
12 H -1.297 -1.767 -1.073  C3 1.148
13 H 0.185 -3.245 -0.722  C4 1.037
14 H -2.051 0.572 -0.257  N6 1.001
15 H -0.937 1.419 -1.322  N6 1.037
16 H -1.044 1.823 0.231  N6 1.010
17 H -0.690 2.402 2.389  O19 1.032
18 H -1.913 3.262 1.683  O19 0.948
19 O -1.135 2.744 1.523  H17 1.032, H18 0.948

Which structure is the least stable? The one labeled model three.

Model one:
Entry from OMol25: a single C2H6N2O2S molecule (ωB97M-V with the def2-TZVPD basis set).

Calculated values
Highest occupied orbital energy = -8.730 eV
2S+1 = 1
LUMO energy = 0.697 eV

Each atom is followed by the atoms it is bonded to, with distances in Å.
Positions of all 13 atoms, in Å:
1 C 0.223 1.046 -0.524  C2 1.865, N3 1.255, H8 1.059
2 C -0.544 -0.645 -0.697  C1 1.865, N4 1.384, S7 1.984, H9 1.080
3 N 0.595 1.266 0.654  C1 1.255, H10 1.010
4 N -0.051 -1.647 0.119  C2 1.384, H12 1.046, H13 0.965
5 O -1.866 0.010 1.518  S7 1.683, H11 1.001
6 O -2.686 0.938 -0.840  S7 1.475
7 S -2.385 -0.275 -0.058  C2 1.984, O5 1.683, O6 1.475
8 H 0.279 1.514 -1.472  C1 1.059
9 H -0.415 -0.959 -1.721  C2 1.080
10 H 0.929 2.220 0.661  N3 1.010
11 H -1.023 0.531 1.666  O5 1.001
12 H -0.287 -1.204 1.037  N4 1.046
13 H 0.832 -2.013 0.254  N4 0.965

Model two:
Entry from OMol25: 3 unconnected molecules or ions with the total composition C2H6N2O2S (ωB97M-V with the def2-TZVPD basis set).

Calculated values
Highest occupied orbital energy (spin up / spin down) = -8.394 / -8.397 eV
2S+1 = 1
LUMO energy (spin up / spin down) = -0.971 / -0.973 eV
Structure (SMILES) = [H]/N=C1/CO1.N=S.O

Each atom is followed by the atoms it is bonded to, with distances in Å.
Positions of all 13 atoms, in Å:
1 H 5.237 1.009 -1.257  N2 1.002
2 N 4.426 0.953 -1.842  H1 1.002, C3 1.251
3 C 3.835 -0.150 -1.856  N2 1.251, C4 1.427, O5 1.344
4 C 2.562 -0.730 -2.136  C3 1.427, O5 1.467, H6 1.007, H7 1.102
5 O 3.558 -1.303 -1.224  C3 1.344, C4 1.467
6 H 1.796 -0.387 -1.579  C4 1.007
7 H 2.382 -1.258 -3.087  C4 1.102
8 N -4.254 -0.822 0.812  S9 1.535, H10 0.993
9 S -4.086 -1.886 1.905  N8 1.535
10 H -3.812 0.024 1.088  N8 0.993
11 O -3.935 1.428 2.685  H12 0.955, H13 0.911
12 H -3.386 2.099 3.087  O11 0.955
13 H -4.323 1.023 3.404  O11 0.911

Model three:
Entry from OMol25: a single C2H6N2O2S molecule (ωB97M-V with the def2-TZVPD basis set).

Calculated values
Highest occupied orbital energy = -9.746 eV
2S+1 = 1
LUMO energy = -0.551 eV
Structure (SMILES) = CN(C)N=S(=O)=O

Each atom is followed by the atoms it is bonded to, with distances in Å.
Positions of all 13 atoms, in Å:
1 C -0.613 0.766 0.906  N2 1.453, H8 1.086, H9 1.225, H10 1.134
2 N -0.505 -0.472 0.154  C1 1.453, C3 1.434, N4 1.745
3 C -1.306 -0.556 -1.033  N2 1.434, H11 1.052, H12 1.156, H13 1.120
4 N 1.091 -0.582 -0.543  N2 1.745, S5 1.495
5 S 2.330 -0.364 0.265  N4 1.495, O6 1.420, O7 1.416
6 O 3.496 -0.097 -0.501  S5 1.420
7 O 2.326 -0.098 1.655  S5 1.416
8 H 0.382 0.825 1.337  C1 1.086
9 H -0.801 1.748 0.198  C1 1.225
10 H -1.578 0.598 1.477  C1 1.134
11 H -1.230 -1.439 -1.600  C3 1.052
12 H -2.367 -0.645 -0.584  C3 1.156
13 H -1.226 0.317 -1.731  C3 1.120

Which structure is the least stable? The one labeled model three.